# C20H16Cl2O5PPdS2

C20H16Cl2O5PPdS2 as an isolated structure (the ωB97M-V functional and the def2-TZVPD basis, OMol25).

Each line ends with the Löwdin charge.
Geometry (Å):
Pd (-0.7449, 0.5223, -1.5707)  0.53
O (3.5242, -2.4334, -1.9673)  0.09
C (2.7560, -1.7969, -1.2851)  -0.54
O (1.4525, -1.7348, -1.4530)  -0.16
C (3.1710, -0.9735, -0.1059)  -0.13
C (4.4703, -0.8750, 0.3628)  -0.01
C (4.7079, -0.1200, 1.4994)  -0.08
C (3.6542, 0.5095, 2.1566)  -0.08
C (2.3551, 0.4061, 1.6798)  -0.07
C (2.1158, -0.3335, 0.5258)  -0.22
P (0.5276, -0.6778, -0.2963)  0.87
C (-0.5339, 0.6995, 0.6126)  -0.40
C (-1.8368, 0.4540, 1.0929)  -0.08
C (-2.6681, 1.4908, 1.4671)  -0.07
C (-2.2488, 2.8135, 1.3207)  -0.08
C (-1.0003, 3.0924, 0.8019)  -0.10
C (-0.1532, 2.0405, 0.4478)  -0.16
C (-0.2537, -2.1290, 0.4633)  -0.31
C (0.0803, -2.5609, 1.7416)  -0.07
C (-0.5681, -3.6556, 2.2966)  -0.09
C (-1.5570, -4.3143, 1.5789)  -0.10
C (-1.8938, -3.8805, 0.3037)  -0.07
C (-1.2430, -2.7921, -0.2591)  -0.07
H (5.2625, -1.3919, -0.1627)  0.12
H (5.7146, -0.0252, 1.8871)  0.10
H (3.8491, 1.0853, 3.0528)  0.10
H (1.5408, 0.8874, 2.2031)  0.10
H (-2.1969, -0.5657, 1.1556)  0.10
H (-3.6648, 1.2776, 1.8316)  0.10
H (-2.9174, 3.6232, 1.5857)  0.10
H (-0.6848, 4.1168, 0.6434)  0.07
H (0.8274, 2.2694, 0.0441)  0.08
H (0.8462, -2.0431, 2.3076)  0.10
H (-0.3028, -3.9913, 3.2916)  0.10
H (-2.0666, -5.1647, 2.0150)  0.10
H (-2.6685, -4.3859, -0.2584)  0.11
H (-1.5090, -2.4451, -1.2529)  0.09
O (-3.7038, -0.4850, -2.5198)  -0.43
S (-2.8837, 0.4185, -3.3070)  0.08
O (-2.3746, 1.5747, -2.4465)  -0.57
O (-3.4582, 0.9026, -4.5357)  -0.39
S (-1.0420, -0.5002, -3.6253)  0.29
Cl (0.9206, 3.3683, -2.7510)  0.52
C (-0.6598, 4.1621, -2.7332)  -0.99
Cl (-0.6328, 5.6708, -1.7879)  0.49
H (-1.3817, 3.4825, -2.2981)  -0.02
H (-0.9271, 4.4075, -3.7530)  0.03

Force components x, y, z for each atom (eV/Å):
Pd 0.017 0.050 -0.376
O 0.012 -0.014 -0.019
C 0.009 0.024 0.014
O 0.077 -0.049 -0.082
C -0.039 0.032 0.047
C -0.014 -0.011 -0.030
C 0.027 0.004 0.024
C -0.012 0.010 0.013
C 0.003 -0.021 -0.037
C 0.086 -0.066 -0.022
P -0.060 0.125 0.244
C 0.073 -0.249 0.193
C -0.068 0.067 0.087
C 0.026 -0.045 -0.043
C 0.017 0.021 -0.004
C -0.040 0.039 0.049
C 0.054 -0.032 -0.212
C -0.026 0.039 -0.022
C 0.008 -0.004 0.001
C -0.005 -0.004 -0.002
C 0.008 0.011 0.000
C 0.003 0.000 0.005
C -0.012 -0.003 -0.011
H 0.000 0.002 -0.001
H 0.000 0.002 0.000
H 0.000 0.000 0.001
H -0.015 0.021 -0.003
H 0.011 -0.009 0.022
H -0.001 -0.006 0.007
H 0.000 0.002 -0.001
H -0.009 -0.055 0.021
H 0.036 0.010 0.043
H -0.002 0.003 -0.004
H -0.001 0.002 0.000
H 0.000 0.000 -0.001
H 0.000 0.000 0.002
H 0.002 -0.003 0.021
O 0.023 0.207 -0.222
S 0.039 0.113 0.228
O -0.226 -0.170 -0.015
O -0.015 -0.044 -0.053
S 0.030 -0.010 0.190
Cl 0.013 0.044 -0.010
C -0.010 -0.047 -0.018
Cl 0.008 0.040 -0.047
H -0.039 -0.045 0.024
H 0.013 0.022 0.000

Values from the calculation:
total charge = -1
highest occupied orbital energy = -5.13 eV
lowest unoccupied orbital energy = 2.2 eV
energy above the lowest of the compared OMol25 structures with the same formula, charge and spin = 0.684 eV
max |F| = 0.38 eV/A
HOMO-LUMO gap = 7.3 eV

---

# C20H16F6N4O5STc

C20H16F6N4O5STc as an isolated structure (the ωB97M-V functional and the def2-TZVPD basis, OMol25).

Each line ends with the Löwdin charge.
Geometry (Å):
Tc (0.0252, 0.5224, 0.2753)  1.78
C (3.4045, 0.7024, -1.6047)  0.04
C (3.2329, 0.2528, -0.2031)  -0.28
N (2.0902, 0.1302, 0.4730)  0.00
C (2.4040, -0.3250, 1.7358)  -0.13
C (3.7462, -0.4846, 1.8371)  -0.02
N (4.2357, -0.1120, 0.6120)  0.23
C (4.7174, -0.9065, 2.9023)  -0.45
O (4.2293, -1.2853, 4.0659)  0.20
O (5.8805, -0.8703, 2.6291)  0.18
C (1.2703, -0.5953, 2.6146)  -0.41
O (1.2636, -0.9770, 3.7339)  0.22
O (0.0968, -0.3791, 1.8822)  -0.23
H (2.4396, 0.9054, -2.0635)  0.08
H (3.9123, -0.0665, -2.1880)  0.11
H (4.0116, 1.6078, -1.6439)  0.11
H (5.2307, -0.1266, 0.4058)  0.20
H (3.2586, -1.2547, 4.1318)  0.11
S (-6.3806, -0.6575, 0.4257)  1.15
C (-4.7067, -0.3318, 0.3056)  -0.47
C (-3.9538, -0.3467, -0.8878)  -0.02
C (-2.6161, -0.1102, -0.8303)  -0.09
N (-1.9561, 0.1717, 0.3309)  -0.16
C (-2.6803, 0.1846, 1.4880)  -0.09
C (-4.0173, -0.0524, 1.5098)  -0.04
C (-6.8860, -0.8435, -1.2700)  -0.53
C (-7.1790, -2.1053, -1.7573)  -0.06
C (-7.6206, -2.1972, -3.0748)  -0.11
N (-7.7669, -1.1430, -3.8667)  0.09
C (-7.4975, 0.0624, -3.3765)  -0.11
C (-7.0583, 0.2728, -2.0754)  -0.08
H (-4.4207, -0.5499, -1.8403)  0.12
H (-2.0185, -0.1219, -1.7351)  0.13
H (-2.1330, 0.3914, 2.3965)  0.12
H (-4.5451, -0.0259, 2.4536)  0.13
H (-7.0743, -2.9914, -1.1462)  0.12
H (-7.8635, -3.1628, -3.5013)  0.12
H (-7.6465, 0.9014, -4.0456)  0.12
H (-6.8768, 1.2739, -1.7069)  0.12
C (1.0441, 4.2516, -1.0748)  0.06
C (-0.0537, 3.4991, -0.3533)  -0.32
O (0.0980, 2.0827, -0.5420)  -0.24
C (-1.4497, 3.8266, -0.9448)  -0.58
F (-2.3986, 3.0734, -0.3707)  0.17
F (-1.7410, 5.1013, -0.7682)  0.22
F (-1.4426, 3.5455, -2.2484)  0.19
C (0.0241, 3.7141, 1.1771)  -0.58
F (-0.8589, 2.9149, 1.8118)  0.14
F (-0.1969, 4.9634, 1.5117)  0.24
F (1.2431, 3.3413, 1.5997)  0.16
H (0.9976, 4.0463, -2.1418)  0.11
H (2.0160, 3.9673, -0.6781)  0.11
H (0.9035, 5.3211, -0.9193)  0.13

Force components x, y, z for each atom (eV/Å):
Tc 0.269 0.241 -0.758
C 0.008 0.012 0.009
C 0.016 -0.111 -0.039
N -0.172 -0.164 0.072
C -0.004 -0.049 0.077
C 0.003 0.107 0.023
N 0.000 0.042 0.032
C -0.001 -0.021 -0.048
O 0.014 -0.008 0.045
O -0.004 -0.010 0.002
C 0.014 0.055 -0.360
O 0.014 -0.017 0.072
O -0.060 0.005 0.674
H 0.000 0.002 0.007
H -0.003 0.001 -0.003
H -0.002 0.000 -0.005
H 0.001 -0.006 -0.004
H -0.005 0.010 -0.018
S 0.038 0.083 -0.023
C -0.037 -0.059 0.024
C -0.046 0.012 0.003
C 0.079 0.003 0.036
N -0.020 -0.269 -0.089
C 0.038 0.107 -0.016
C -0.006 0.015 -0.012
C -0.021 -0.016 0.029
C 0.020 -0.053 -0.055
C 0.034 0.032 0.081
N -0.031 -0.018 -0.105
C 0.028 -0.013 0.090
C -0.031 0.042 -0.038
H 0.003 -0.009 -0.001
H 0.005 -0.018 0.006
H 0.005 -0.026 0.000
H -0.002 -0.007 -0.002
H -0.006 0.009 0.010
H -0.003 0.000 -0.008
H -0.002 0.000 -0.004
H -0.001 -0.007 0.005
C -0.007 0.002 -0.021
C 0.023 0.104 0.134
O -0.167 -0.027 0.156
C -0.029 -0.005 0.003
F 0.010 0.035 -0.014
F 0.018 -0.005 -0.009
F -0.010 -0.007 0.034
C 0.034 0.037 0.002
F 0.026 -0.002 0.007
F -0.002 -0.039 -0.005
F -0.027 0.020 0.005
H 0.006 -0.009 0.003
H 0.002 0.000 -0.005
H -0.009 -0.001 0.004

Values from the calculation:
2S+1 = 2
total charge = +2
highest occupied orbital energy (spin up / spin down) = -14.43 / -14.43 eV
lowest unoccupied orbital energy (spin up / spin down) = -9.5 / -9.2 eV
energy above the lowest of the compared OMol25 structures with the same formula, charge and spin = 0.041 eV
max |F| = 0.84 eV/A
HOMO-LUMO gap (spin up / spin down) = 4.9 / 5.2 eV
expectation value of S² = 0.768